No. 1
This record from the OMol25 dataset describes a cluster of 8 separate species, C30H73BN2O9P in total at a distorted geometry. The level of theory is ωB97M-V/def2-TZVPD.

Geometry (Å):
1 H 0.9176 -3.8468 1.2159
2 P -0.5489 -0.5821 1.0098
3 H -3.3765 4.4428 9.2667
4 H -5.6120 -1.1782 -1.3917
5 C -2.3585 -0.8839 0.9914
6 C -6.4792 -0.7349 -3.3043
7 H 1.6727 3.7722 -5.1096
8 H -0.1498 3.2208 6.9313
9 H 3.5116 -4.4683 1.7017
10 O -4.3182 -0.0490 -2.4413
11 N 0.8090 -1.8855 -0.9515
12 C -0.8760 -0.4796 -1.7127
13 H 4.4488 -4.1256 0.2423
14 C 0.0504 3.0065 -6.2861
15 H 4.6927 6.3775 6.4833
16 C 0.3591 -5.5058 -9.5289
17 C -2.9389 -0.6743 2.4023
18 H 5.0921 -5.2274 1.4666
19 H 4.0173 7.4819 5.2775
20 H -6.9216 0.2039 -2.9738
21 H -4.0155 -0.5324 2.2930
22 H -7.2446 -1.5101 -3.2733
23 H -1.4394 5.9272 8.8426
24 H -0.6560 2.1693 -6.2702
25 H -1.8130 4.1578 3.6832
26 H 0.8193 -2.9986 -10.0101
27 H -1.2191 -0.3286 -3.8352
28 H 1.8184 -2.1567 -4.8256
29 H 2.5166 -4.9746 -1.0217
30 C 2.4497 -4.4552 -8.6029
31 C -0.8557 3.6407 3.5680
32 C 3.7740 6.6793 5.9795
33 H -2.3463 2.2946 5.1978
34 H 1.0733 -1.7620 2.2968
35 O 1.3583 -3.5628 -10.5748
36 H -0.9517 2.9587 2.7196
37 H 0.3611 6.1426 10.5276
38 H -0.6887 3.4560 9.9515
39 H -2.7944 -1.5650 3.0120
40 H -1.6175 -3.9159 -3.9785
41 H 0.4181 2.3218 4.6844
42 H 1.8859 -2.8778 -2.3586
43 C -5.2925 -1.1015 -2.4321
44 O 1.9096 5.9101 4.6344
45 H 3.9207 -7.5364 -1.2782
46 H 0.4139 -5.3454 -5.3584
47 H -2.8325 -0.2042 0.2825
48 H 0.3212 -1.3652 -5.4039
49 C 3.1405 5.5115 5.2419
50 O -1.3358 -3.6085 -4.8462
51 H 3.0852 7.0805 6.7224
52 C 0.0587 -1.9976 1.9761
53 H 2.7091 -5.3681 -8.0652
54 H 3.3688 -3.9282 -8.8591
55 C -2.8432 4.8994 10.1007
56 O 1.7256 1.7605 -5.0567
57 H 0.8205 3.0424 -2.9075
58 C -4.6530 -2.4116 -2.8656
59 H 1.1094 1.0208 -5.0313
60 H -2.5411 0.2056 2.9125
61 C -0.0685 -3.4277 1.4109
62 H 5.0092 4.5774 4.6599
63 C -0.6535 5.8954 10.8394
64 C -0.5177 2.8659 4.8300
65 H -1.6455 0.2257 -1.4224
66 H 2.1068 6.5997 3.9907
67 H -1.3366 4.3004 6.2199
68 H -0.5456 2.2333 -3.6853
69 H -4.0269 0.0625 -3.3535
70 H -0.2759 -4.8941 -8.8799
71 H -0.5916 -3.4401 0.4546
72 H -4.2834 -2.3333 -3.8927
73 H -0.5665 -1.9106 2.8726
74 H 3.6110 4.0855 3.6895
75 C -1.4194 5.2478 9.6972
76 C 0.1529 3.0743 -3.7691
77 C 4.0822 4.9246 4.2025
78 H -0.5231 3.9328 -6.3254
79 O -1.5042 1.8477 5.0567
80 H 5.3383 -7.0747 -0.3249
81 C 3.5077 -6.0676 0.2484
82 H -5.3666 -3.2343 -2.8241
83 H 0.5657 -6.4471 -9.0172
84 H -3.8068 -2.6548 -2.2178
85 H 2.8612 4.7369 5.9590
86 H 3.2045 -6.8178 0.9797
87 H -6.1617 -0.6107 -4.3435
88 H 1.8731 -3.8164 -7.9286
89 C 4.4216 -6.7046 -0.7838
90 H 0.3829 4.5287 5.8608
91 H 0.6435 2.9260 -7.1961
92 C -0.6281 -0.7716 -3.0451
93 C 0.7398 -2.0827 -4.6895
94 C 1.0717 -2.1784 -2.2031
95 H -0.5849 -4.0851 2.1093
96 C 0.3807 -1.6529 -3.3138
97 H -3.3920 5.7853 10.4222
98 C -0.3918 3.7818 6.0314
99 C 1.6441 -4.7601 -9.8559
100 H -1.1454 6.8072 11.1797
101 H 2.2475 -5.3606 -10.5380
102 O 0.7930 -4.4775 -5.5494
103 O 2.2840 -5.6365 -0.3621
104 B 0.0346 -3.4818 -5.0317
105 H -2.5330 -1.9201 0.6819
106 O -0.7335 4.0877 9.2249
107 N -0.1815 -1.0370 -0.7267
108 H 4.3339 5.6796 3.4523
109 H -2.8365 4.1836 10.9274
110 H -0.4248 3.9976 -3.7259
111 H -0.0910 4.3852 3.3446
112 H -0.2006 -5.7205 -10.4386
113 C 0.9462 2.9607 -5.0601
114 C 4.1815 -4.9066 0.9610
115 H -0.5869 5.2070 11.6866
116 H 4.6964 -5.9724 -1.5492

Summary:
* LUMO level: -3.939 eV
* E_HOMO: -11.470 eV
* electronic energy: -2339.56207 hartree
* HOMO-LUMO gap: 0.2768 Ha
* total charge: +1

***

No. 2
This record from the OMol25 dataset describes a cluster of 2 separate species, C2H5O2Si in total at a distorted geometry. The level of theory is ωB97M-V/def2-TZVPD.

Geometry (Å):
1 C -2.3756 1.6890 0.8059
2 H 1.6852 -1.1250 -1.6218
3 H 0.3212 -1.3522 1.4112
4 H -0.7667 -1.4880 -0.6132
5 Si 0.0323 -0.5430 0.2014
6 O -1.9580 2.3006 1.7206
7 H 2.5281 -0.8570 -0.1025
8 O -3.1450 1.3691 -0.0235
9 C 1.7084 -0.5004 -0.7267
10 H 1.9702 0.5069 -1.0514

Summary:
* LUMO level: 3.852 eV
* E_HOMO: -1.811 eV
* electronic energy: -519.18183 hartree
* HOMO-LUMO gap: 0.2081 Ha
* total charge: -1
* relative energy (zero: lowest compared OMol25 entry of this formula, charge and spin): 18.5 kcal per mole

***

No. 3
This record from the OMol25 dataset describes an isolated molecule of C7H8O at a distorted geometry. The level of theory is ωB97M-V/def2-TZVPD.

Geometry (Å):
1 C -1.5426 -1.5155 0.0363
2 H -0.9054 -2.3770 -0.0504
3 H -2.8580 2.8945 -0.1927
4 C -0.8657 -0.2001 0.0317
5 C 1.1924 1.1702 0.2002
6 C -2.2271 2.0377 -0.1578
7 H 1.8868 1.1148 1.0422
8 H 1.2860 -1.9466 -0.9811
9 C 1.5288 -1.2174 -0.1383
10 O -2.7446 -1.6614 0.1182
11 H 1.5702 -1.7663 0.8167
12 C -1.6089 1.0271 0.0091
13 H 2.4986 -0.8472 -0.3991
14 C 0.4801 -0.1294 -0.0181
15 H 1.7346 1.4092 -0.7089
16 H 0.5749 2.0074 0.3921

Summary:
* LUMO level: 0.214 eV
* E_HOMO: -9.157 eV
* electronic energy: -346.66824 hartree
* HOMO-LUMO gap: 0.3444 Ha
* total charge: 0
* relative energy (zero: lowest compared OMol25 entry of this formula, charge and spin): 67.3 kcal per mole
* SMILES: C#CC(C=O)=C(C)C

***

No. 4
This record from the OMol25 dataset describes a structure of composition C26H23N3Se2Zn. The level of theory is ωB97M-V/def2-TZVPD.

Geometry (Å):
1 C -4.2818 2.6839 -0.5679
2 C 3.6855 0.8179 -0.3311
3 C -3.6904 1.0674 2.6361
4 C -0.6329 2.0609 0.6766
5 H 3.6903 4.0157 0.6963
6 H 2.2529 -4.8591 0.2795
7 H 3.2401 -1.0679 0.2263
8 H 6.9900 1.5921 -0.5309
9 N 2.8685 -0.3813 -0.4281
10 C -5.1317 4.8893 -0.6107
11 C 5.9305 1.7223 -0.3476
12 C 5.0520 0.6776 -0.5555
13 H 2.0990 4.3698 -0.6625
14 H -4.8126 3.7960 2.6084
15 H -1.4183 1.4019 1.0286
16 Se -2.7551 -0.9806 0.1684
17 C 1.6762 2.4033 0.1062
18 C 1.1744 -4.9168 0.2051
19 H -1.2799 -6.9009 -1.0377
20 H -4.6124 1.2639 3.1833
21 H -2.6700 -5.1037 -0.0488
22 C 4.0648 3.0753 0.3117
23 N -3.7745 1.4376 -0.9185
24 H -1.6005 -3.2115 1.1140
25 C 3.1408 2.0544 0.0350
26 C 5.4281 2.9256 0.1293
27 C -4.7833 3.7886 1.5258
28 C 0.6539 1.5263 0.5187
29 Zn 0.8779 -0.4274 0.5906
30 H -3.5820 1.1005 -1.8445
31 H -5.5447 5.7747 1.3014
32 C -0.8115 -6.0625 -0.5379
33 C -1.5896 -5.0543 0.0153
34 C 1.3390 3.7189 -0.2489
35 H -2.8701 1.6289 3.0850
36 C -3.5040 0.6847 0.1761
37 C -5.1845 4.8935 0.7849
38 C 0.0509 4.2103 -0.1096
39 C -4.6766 3.7802 -1.3126
40 C -4.3328 2.6881 0.8194
41 H -3.4608 0.0069 2.6734
42 H -5.4520 5.7672 -1.1583
43 H -1.9507 3.7624 0.5479
44 H -4.6224 3.7784 -2.3944
45 C 0.5718 -5.9919 -0.4379
46 Se 1.2574 -2.4908 1.7292
47 H 6.0962 3.7453 0.3617
48 C 0.3939 -3.9048 0.7582
49 H 2.9712 -0.8151 -1.3402
50 H 5.4264 -0.2888 -0.8766
51 H -0.1704 5.2316 -0.3956
52 N -3.8596 1.4460 1.2450
53 H 1.1870 -6.7749 -0.8641
54 C -0.9917 -3.9827 0.6660
55 C -0.9425 3.3859 0.3975

Summary:
* LUMO level: 0.365 eV
* E_HOMO: -7.642 eV
* electronic energy: -7751.07138 hartree
* HOMO-LUMO gap: 0.2943 Ha
* total charge: 0